Record 1
Entry from the Open Molecules 2025 dataset: a structure of composition C36H26F10N6O4Pt (ωB97M-V/def2-TZVPD).

```
83
Properties=species:S:1:pos:R:3:lowdin_charge:R:1
Pt 0.2412 0.9198 -0.7713 1.161
C 0.4763 -3.2306 1.7530 -0.071
N -0.4702 -2.1487 1.4948 -0.170
C -1.0585 -2.2161 0.1479 -0.154
C -0.0948 -1.9593 -1.0465 -0.171
N -0.3040 -0.6844 -1.7481 -0.153
C -1.1297 -0.6568 -2.8582 -0.178
C -2.2201 -1.5110 -3.0703 -0.137
F -2.5674 -2.4167 -2.1428 0.103
C -3.0193 -1.4372 -4.1952 -0.142
F -4.0520 -2.2702 -4.3312 0.126
C -2.7682 -0.4870 -5.1662 -0.138
F -3.5380 -0.4073 -6.2488 0.133
C -1.7034 0.3806 -4.9955 -0.140
F -1.4395 1.2924 -5.9305 0.130
C -0.9063 0.2908 -3.8724 -0.162
F 0.1231 1.1325 -3.7858 0.094
C 0.0239 -0.8672 1.8620 -0.151
C -2.3506 -0.0191 2.3152 -0.120
N -2.4943 0.5868 1.0306 0.155
C -2.8538 1.8401 0.8587 -0.168
C -3.0039 2.2563 -0.5109 -0.150
F -2.9312 1.3403 -1.4615 0.128
C -3.2080 3.5598 -0.8743 -0.140
F -3.3034 3.9072 -2.1530 0.143
C -3.3095 4.5374 0.1118 -0.114
F -3.4845 5.8012 -0.2261 0.164
C -3.2410 4.1848 1.4590 -0.142
F -3.3621 5.1319 2.3825 0.143
C -3.0512 2.8800 1.8265 -0.124
F -3.0246 2.6112 3.1324 0.117
H 0.7821 -3.2169 2.8006 0.084
H 1.3815 -3.1579 1.1410 0.084
H -0.0113 -4.1870 1.5566 0.092
H -1.8733 -1.4965 0.0897 0.090
H -1.4967 -3.2100 0.0505 0.117
H -0.1726 -2.7761 -1.7656 0.124
H 0.9313 -1.9370 -0.6773 0.085
H 0.1872 -0.2524 0.9854 0.038
H 0.9652 -0.9141 2.4008 0.136
H -2.9084 0.4469 3.1210 0.124
H -2.6485 -1.0635 2.2215 0.130
C -0.9047 -0.7316 4.1811 -0.037
N -0.9062 -0.0609 2.7941 -0.127
C -0.3388 1.2948 2.9598 -0.009
C -0.0051 2.3019 2.0489 -0.312
C 0.2119 3.6204 2.5640 -0.047
C 0.4488 4.4624 1.4905 -0.085
C 0.3838 3.6646 0.3527 -0.163
N 0.1209 2.3660 0.6709 -0.158
C -2.0711 -1.6169 4.5429 -0.230
C -3.0898 -1.0831 5.3281 -0.047
C -4.1705 -1.8607 5.7171 -0.070
C -4.2362 -3.1906 5.3312 -0.076
C -3.2159 -3.7374 4.5647 -0.063
C -2.1392 -2.9572 4.1739 -0.029
H -0.8717 0.0793 4.9019 0.117
H 0.0375 -1.2706 4.2417 0.135
H -0.3792 1.6206 3.9855 0.104
H 0.1677 3.8823 3.6097 0.109
H 0.6532 5.5201 1.5164 0.098
H 0.5405 3.9443 -0.6776 0.104
H -3.0359 -0.0461 5.6418 0.119
H -4.9543 -1.4291 6.3254 0.107
H -5.0753 -3.8031 5.6335 0.106
H -3.2576 -4.7780 4.2708 0.108
H -1.3553 -3.3856 3.5672 0.091
O 2.5790 -1.0080 0.3676 -0.004
C 3.0510 -0.1201 -0.3458 -0.584
O 2.3959 0.7467 -1.0237 -0.155
C 4.5528 -0.0421 -0.5263 -0.113
C 5.3672 -0.9000 0.2042 0.000
C 6.7431 -0.8510 0.0615 0.009
C 7.2778 0.0646 -0.8272 -0.146
C 6.4927 0.9281 -1.5694 0.011
C 5.1183 0.8703 -1.4103 0.004
N 8.7434 0.1212 -0.9904 -0.354
O 9.1931 0.9254 -1.7816 0.073
O 9.4180 -0.6136 -0.2967 0.072
H 4.9026 -1.6031 0.8810 0.116
H 7.3995 -1.5021 0.6187 0.117
H 6.9589 1.6231 -2.2513 0.119
H 4.4685 1.5304 -1.9664 0.118
```

⟨S²⟩: 6.084
Spin multiplicity: 5
Gap between HOMO and LUMO (spin up / spin down) in eV: 6.807 / 5.788
Total energy in eV: -85296.33461
Net charge: 0
ΔE to the lowest compared entry with this formula, charge and spin in kJ/mol: 135.6
HOMO (spin up / spin down) in eV: -7.0 / -8.4

Record 2
Entry from the Open Molecules 2025 dataset: an isolated molecule of C3H7NO2S (ωB97M-V/def2-TZVPD).

```
14
Properties=species:S:1:pos:R:3:nbo_charge:R:1
C 2.4091 -0.0766 0.3992 -0.762
C -1.3380 -0.7024 -0.3795 0.661
C -1.7485 0.6465 0.2300 -0.164
H 2.9733 -1.0052 0.3288 0.225
H 2.9581 0.8719 0.4571 0.236
H 1.7938 -0.1362 1.3935 0.214
H 0.0573 -2.0237 -0.9887 0.420
H -1.0502 0.7826 1.1742 0.190
H -2.8294 0.2969 0.4623 0.218
H -0.6999 2.1433 -0.4316 0.481
N -0.0004 -0.9951 -0.8132 -0.839
O -1.9702 -1.6854 -0.2352 -0.575
O -1.6997 1.6978 -0.6599 -0.698
S 1.1446 0.1857 -0.9371 0.394
```

SMILES string: CSNC(=O)CO
Gap between HOMO and LUMO in eV: 9.291
Total energy in eV: -19642.99696
Net charge: 0
ΔE to the lowest compared entry with this formula, charge and spin in kJ/mol: 251.6
HOMO in eV: -8.9

Record 3
Entry from the Open Molecules 2025 dataset: an isolated molecule of C3H5IO3 (ωB97M-V/def2-TZVPD).

```
12
Properties=species:S:1:pos:R:3:nbo_charge:R:1
C -0.4405 -0.7082 -0.3508 0.753
C 0.7836 1.2483 -0.7163 -0.272
C -1.7264 -1.2230 0.4255 -0.080
O 0.0925 -1.2643 -1.2923 -0.551
O -2.0869 -2.3502 -0.2610 -0.694
O -0.0702 0.5355 0.1584 -0.527
I -3.1885 0.3430 0.0058 0.065
H 0.8034 0.6404 -1.7153 0.220
H 1.7207 1.4545 -0.1953 0.191
H 0.3082 2.1370 -0.9129 0.183
H -1.4377 -1.3850 1.5254 0.224
H -2.9055 -2.7257 -0.0572 0.488
```

SMILES string: COC(=O)[C@H](O)I
Gap between HOMO and LUMO in eV: 9.759
Total energy in eV: -17434.00102
Net charge: 0
ΔE to the lowest compared entry with this formula, charge and spin in kJ/mol: 47.0
HOMO in eV: -9.7

Record 4
Entry from the Open Molecules 2025 dataset: a structure of composition C51H56IN5O2P2Sr (ωB97M-V/def2-TZVPD).

```
118
Properties=species:S:1:pos:R:3:lowdin_charge:R:1
Sr 0.2934 -0.5894 -0.6849 1.209
C 4.1616 1.9445 -2.6985 -0.014
C 4.9904 2.9394 -1.9300 -0.201
C 6.2767 3.2388 -2.3758 -0.047
C 7.0728 4.1775 -1.7409 -0.088
C 6.5930 4.8447 -0.6228 -0.090
C 5.3316 4.5409 -0.1412 -0.023
C 4.5329 3.5967 -0.7818 -0.214
N 3.2495 3.3250 -0.2314 0.134
C 2.7926 2.0698 0.1106 -0.395
N 3.8060 1.1858 0.3798 0.140
C 3.9102 -0.2073 0.0554 -0.275
C 2.8152 -0.9183 -0.4271 -0.209
C 3.0936 -2.2503 -0.7664 -0.202
C 4.3442 -2.8437 -0.6154 -0.116
C 5.3832 -2.0877 -0.0973 -0.075
C 5.1882 -0.7526 0.2484 -0.240
C 6.3289 0.0618 0.8021 -0.046
N 1.5393 1.8031 0.2737 0.093
C 0.6265 2.8547 -0.0010 -0.276
C 0.3142 3.2249 -1.3069 -0.043
C -0.5992 4.2401 -1.5621 -0.079
C -1.2041 4.9012 -0.5070 -0.113
C -0.9061 4.5232 0.7966 -0.060
C -0.0064 3.5011 1.0729 -0.222
C 0.2803 3.0816 2.4849 -0.039
H 4.1092 2.2381 -3.7484 0.090
H 3.1451 1.8530 -2.3238 0.058
H 4.6083 0.9492 -2.6546 0.094
H 6.6488 2.7281 -3.2566 0.116
H 8.0637 4.3904 -2.1203 0.101
H 7.2026 5.5828 -0.1184 0.101
H 4.9479 5.0221 0.7499 0.113
H 2.5613 4.0602 -0.2540 0.143
H 4.6998 1.6481 0.4181 0.100
H 2.2919 -2.8810 -1.1584 0.069
H 4.5084 -3.8795 -0.8909 0.093
H 6.3646 -2.5284 0.0437 0.102
H 7.1987 -0.5703 0.9774 0.076
H 6.0666 0.5354 1.7530 0.078
H 6.6406 0.8582 0.1155 0.077
H 0.7904 2.6981 -2.1238 0.081
H -0.8298 4.5097 -2.5854 0.106
H -1.9096 5.7013 -0.6933 0.099
H -1.3853 5.0319 1.6264 0.110
H -0.2483 3.7206 3.1926 0.076
H 1.3482 3.1320 2.7097 0.082
H -0.0309 2.0476 2.6456 0.058
O -1.3663 0.5483 0.9464 -0.390
P -2.6173 0.2788 0.1607 0.708
C -2.3675 -0.9122 -1.1406 -0.434
P -1.9089 -2.6501 -0.9061 0.690
O -0.4354 -2.9598 -0.7699 -0.459
C -2.7690 -3.5527 -2.2005 -0.307
C -3.5966 -3.0181 -3.1808 -0.111
C -4.2421 -3.8604 -4.0751 -0.069
C -4.0575 -5.2321 -3.9996 -0.071
C -3.2198 -5.7697 -3.0313 -0.064
C -2.5788 -4.9343 -2.1324 -0.063
C -2.7718 -3.1390 0.6048 -0.277
C -2.0072 -3.3229 1.7524 -0.054
C -2.6299 -3.6818 2.9406 -0.058
C -4.0061 -3.8568 2.9747 -0.078
C -4.7668 -3.6880 1.8218 -0.080
C -4.1507 -3.3361 0.6325 -0.079
C -4.0209 -0.2279 1.1583 -0.289
C -3.8116 -0.4173 2.5208 -0.060
C -4.8848 -0.7332 3.3446 -0.073
C -6.1574 -0.8519 2.8087 -0.081
C -6.3666 -0.6588 1.4473 -0.076
C -5.3021 -0.3409 0.6228 -0.082
C -3.2653 1.7181 -0.7080 -0.255
C -3.4315 1.8282 -2.0859 -0.067
C -3.9864 2.9817 -2.6283 -0.066
C -4.3786 4.0214 -1.8030 -0.076
C -4.2055 3.9219 -0.4281 -0.085
C -3.6507 2.7795 0.1167 -0.074
H -1.7900 -0.3104 -1.8890 -0.030
H -3.3693 -1.0305 -1.5779 0.067
H -3.7152 -1.9489 -3.2937 0.087
H -4.8773 -3.4391 -4.8429 0.108
H -4.5591 -5.8833 -4.7034 0.106
H -3.0648 -6.8389 -2.9764 0.108
H -1.9233 -5.3537 -1.3783 0.120
H -0.9286 -3.2308 1.7217 0.084
H -2.0328 -3.8354 3.8297 0.112
H -4.4909 -4.1372 3.9013 0.109
H -5.8387 -3.8351 1.8513 0.110
H -4.7428 -3.2147 -0.2673 0.116
H -2.8103 -0.3218 2.9238 0.117
H -4.7229 -0.8836 4.4038 0.113
H -6.9941 -1.0906 3.4526 0.108
H -7.3629 -0.7468 1.0341 0.108
H -5.4752 -0.1665 -0.4343 0.116
H -3.1231 1.0377 -2.7582 0.095
H -4.1062 3.0631 -3.7007 0.109
H -4.8138 4.9158 -2.2299 0.108
H -4.4970 4.7395 0.2181 0.113
H -3.5093 2.7099 1.1892 0.122
N 1.5709 -0.2379 2.8854 0.024
C 2.8707 -0.6952 3.3945 -0.273
C 3.1499 -2.1433 3.0068 -0.182
C 1.9566 -3.0880 3.2641 -0.274
N 1.5197 -3.8825 2.1079 0.004
H 1.2649 -0.8795 2.1635 0.027
H 1.6660 0.6491 2.4006 0.022
H 2.8710 -0.5954 4.4855 0.100
H 3.6845 -0.0726 3.0099 0.092
H 4.0399 -2.4857 3.5405 0.107
H 3.3888 -2.1735 1.9387 0.075
H 1.1012 -2.5010 3.6061 0.090
H 2.1838 -3.7895 4.0685 0.103
H 2.2300 -4.5702 1.8803 0.069
H 1.4801 -3.2878 1.2812 0.031
I -0.3898 -1.3177 -4.1869 0.657
C -0.0042 0.5730 -3.0795 -0.742
H -0.8026 1.2127 -3.4740 -0.095
H 0.9188 0.8999 -3.5683 -0.093
```

Gap between HOMO and LUMO in eV: 7.182
Total energy in eV: -92858.86673
Net charge: 0
ΔE to the lowest compared entry with this formula, charge and spin in kJ/mol: 6.3
HOMO in eV: -7.0

Record 5
Entry from the Open Molecules 2025 dataset: an isolated molecule of C22H13F9O (ωB97M-V/def2-TZVPD).

```
45
Properties=species:S:1:pos:R:3:nbo_charge:R:1
F 2.7129 -5.0911 3.1897 -0.326
C 2.6683 -5.2406 1.8327 0.975
F 3.9560 -5.4383 1.4366 -0.324
F 2.0142 -6.4211 1.6133 -0.327
C 1.9966 -4.0749 1.1526 -0.132
C 2.6327 -3.4193 0.0834 -0.196
C 2.0031 -2.2910 -0.4768 -0.113
C 0.7732 -1.8216 0.0024 -0.074
C 0.0872 -0.6581 -0.7344 0.107
C -1.2629 -0.1867 -0.2623 -0.078
C -1.6335 -0.0831 1.0895 -0.181
C -2.8996 0.4150 1.4188 -0.200
C -3.7707 0.7981 0.4098 -0.079
C -5.1020 1.4122 0.7525 0.968
F -5.3765 2.5199 0.0044 -0.325
F -6.1310 0.5376 0.5309 -0.327
F -5.1995 1.8094 2.0506 -0.323
C -3.4470 0.6415 -0.9345 -0.187
C -2.2013 0.1049 -1.2633 -0.187
C 0.1202 -2.5908 1.0047 -0.185
C 0.7433 -3.6919 1.5899 -0.186
H 3.5982 -3.7571 -0.2780 0.241
H 2.5239 -1.7487 -1.2519 0.218
H 0.1215 -0.8176 -1.8949 0.224
H -0.9357 -0.3843 1.8677 0.234
H -3.1535 0.5424 2.4724 0.242
H -4.1266 0.9694 -1.7175 0.236
H -1.9465 -0.0644 -2.3202 0.218
H -0.8558 -2.3124 1.3850 0.225
H 0.2329 -4.2237 2.4022 0.238
F 3.5395 3.5332 0.9873 -0.335
C 2.7083 2.4848 0.6737 0.985
F 3.5035 1.3725 0.6000 -0.323
F 1.8813 2.2961 1.7613 -0.335
C 1.9119 2.8064 -0.5680 -0.236
C 1.0649 1.7737 -1.1186 0.435
O 1.1193 0.6046 -0.5007 -0.552
C 0.2658 2.1651 -2.2138 -0.323
C 0.2752 3.4625 -2.7150 -0.174
C 1.0647 4.4375 -2.0868 -0.256
C 1.8371 4.1284 -0.9640 -0.150
H -0.4325 1.4331 -2.6306 0.207
H -0.3644 3.7275 -3.5707 0.223
H 1.1203 5.4483 -2.4405 0.216
H 2.3629 4.8925 -0.3690 0.241
```

SMILES string: FC(F)(F)c1ccc(C(Oc2ccccc2C(F)(F)F)c2ccc(C(F)(F)F)cc2)cc1
Gap between HOMO and LUMO in eV: 8.440
Total energy in eV: -49530.58903
Net charge: 0
HOMO in eV: -8.8

Record 6
Entry from the Open Molecules 2025 dataset: an isolated molecule of C21H28N4O3S (ωB97M-V/def2-TZVPD).

```
57
Properties=species:S:1:pos:R:3:nbo_charge:R:1
C -0.1211 -3.8456 0.9143 -0.611
C 0.0330 -2.4792 1.5694 -0.407
C 1.4155 -1.9069 1.2958 -0.515
H 2.1760 -2.4213 1.8818 0.214
H 1.6625 -1.9925 0.2375 0.220
S 1.4886 -0.1367 1.7488 0.135
C 3.0601 -0.0667 2.6777 -0.509
C 4.3044 -0.3359 1.8445 -0.426
H 4.2154 -1.2916 1.3246 0.223
H 5.1562 -0.4044 2.5255 0.211
C 4.6068 0.7466 0.8020 -0.221
N 3.6706 0.7521 -0.2974 -0.632
C 3.7518 -0.1472 -1.2931 0.667
O 4.6472 -0.9564 -1.4071 -0.627
C 2.6344 -0.0224 -2.3421 -0.318
N 1.3279 0.2495 -1.7899 -0.255
C 0.3646 -0.7330 -1.7536 0.626
O 0.5687 -1.8550 -2.1799 -0.607
C -0.8863 -0.2872 -1.1670 0.039
C -2.0483 -0.9843 -0.9926 -0.219
C -2.9628 -0.1010 -0.3715 -0.071
C -4.2983 -0.2885 0.0348 0.323
C -4.9509 0.7812 0.6151 -0.319
C -4.2967 2.0031 0.7882 -0.181
C -2.9915 2.2098 0.4038 -0.265
C -2.3114 1.1425 -0.1822 0.150
N -1.0300 1.0153 -0.6744 -0.357
C 0.0479 1.8670 -0.7627 0.434
N 1.1493 1.4966 -1.2994 -0.304
C 0.0177 3.2557 -0.2083 -0.431
C 0.1606 3.2377 1.3149 -0.605
H -0.6294 2.6527 1.7778 0.218
H 0.1235 4.2516 1.7053 0.215
H 1.1101 2.7884 1.5927 0.213
H -0.9016 3.7585 -0.5086 0.215
H 0.8597 3.7945 -0.6444 0.239
H -2.5418 3.1729 0.5649 0.217
H -4.8426 2.8154 1.2441 0.216
H -5.9740 0.6953 0.9441 0.220
O -4.8242 -1.5193 -0.1868 -0.485
C -6.1564 -1.7563 0.1969 -0.252
H -6.8506 -1.0981 -0.3353 0.178
H -6.2916 -1.6306 1.2760 0.178
H -6.3617 -2.7907 -0.0738 0.203
H -2.2251 -2.0010 -1.2753 0.253
H 2.5710 -0.9659 -2.8889 0.268
H 2.9080 0.7852 -3.0278 0.226
H 2.8470 1.3373 -0.2432 0.428
H 4.6019 1.7354 1.2654 0.192
H 5.5976 0.5471 0.3830 0.225
H 3.0864 0.9371 3.1027 0.216
H 2.9778 -0.7893 3.4909 0.217
H -0.1242 -2.5514 2.6485 0.202
H -0.7231 -1.8007 1.1689 0.206
H 0.6201 -4.5436 1.2984 0.200
H 0.0118 -3.7565 -0.1615 0.221
H -1.1115 -4.2484 1.1108 0.208
```

SMILES string: CCCSCCCNC(=O)Cn1nc(CC)n2c(cc3c(OC)cccc32)c1=O
Gap between HOMO and LUMO in eV: 8.305
Total energy in eV: -45170.40652
Net charge: 0
ΔE to the lowest compared entry with this formula, charge and spin in kJ/mol: 230.7
HOMO in eV: -7.9

Record 7
Entry from the Open Molecules 2025 dataset: a structure of composition C12H24N6O6Sr (ωB97M-V/def2-TZVPD).

```
49
Properties=species:S:1:pos:R:3:lowdin_charge:R:1
O -4.8728 2.5698 0.1200 -0.112
H -5.1090 3.0404 -0.7001 0.033
Sr -1.6477 0.4723 -0.3617 1.486
N 0.2747 -1.4312 -0.9966 -0.058
N -2.1428 -1.5658 -1.7836 -0.177
N 0.6104 1.0188 1.0847 -0.079
N -1.4052 2.6584 1.0532 -0.215
O 1.5601 -1.2677 -0.8673 -0.152
O 1.6701 0.1684 1.2422 -0.126
O -2.3244 3.5170 0.8412 -0.219
O -3.3269 -1.3950 -1.3208 -0.153
C -1.5446 -2.7861 -1.5650 -0.282
C -0.1559 -2.6972 -1.2644 -0.278
C 0.7170 2.0700 1.9164 -0.294
C -0.3974 2.9723 1.9113 -0.319
C 0.7029 -3.9039 -1.1207 -0.017
H 0.5616 -4.3850 -0.1394 0.093
H 1.7531 -3.6077 -1.2154 0.083
H 0.4514 -4.6342 -1.9003 0.084
C -2.2957 -4.0572 -1.5525 -0.024
H -3.2998 -3.8939 -1.9576 0.090
H -2.3919 -4.4541 -0.5284 0.087
H -1.7823 -4.8187 -2.1553 0.090
C 1.8825 2.2899 2.8259 -0.022
C -0.4242 4.1746 2.7842 -0.055
H 2.6968 1.6140 2.5492 0.072
H 1.6033 2.1016 3.8746 0.094
H 2.2301 3.3291 2.7595 0.087
H -1.4299 4.5961 2.8170 0.069
H 0.2532 4.9558 2.4132 0.085
H -0.1057 3.9359 3.8060 0.075
H 1.6360 -0.4276 0.3979 0.033
H -4.0795 3.0670 0.4430 -0.011
C -0.5948 1.2097 -2.0901 -0.195
H -0.5972 0.5101 -2.9400 0.041
H 0.4526 1.4697 -1.8783 0.034
H -1.1440 2.1332 -2.3787 0.051
O 2.5735 0.2667 -3.0730 -0.082
H 3.3047 0.8375 -2.7930 0.041
H 2.4034 -0.3045 -2.2894 0.004
N -0.9963 -2.9540 3.0539 0.057
C -0.9162 -1.8364 3.8634 -0.076
C -1.2363 -0.7715 3.0541 -0.127
N -1.4847 -1.2309 1.7729 -0.016
C -1.3513 -2.5486 1.8026 -0.172
H -0.8454 -3.9165 3.3368 0.156
H -0.6571 -1.8675 4.9102 0.111
H -1.3144 0.2741 3.3011 0.103
H -1.5275 -3.2541 0.9968 0.101
```

Gap between HOMO and LUMO (spin up / spin down) in eV: 4.853 / 4.834
Total energy in eV: -34886.45067
Net charge: 0
ΔE to the lowest compared entry with this formula, charge and spin in kJ/mol: 290.5
HOMO (spin up / spin down) in eV: -6.6 / -6.6

Record 8
Entry from the Open Molecules 2025 dataset: an isolated molecule of CH6BN (ωB97M-V/def2-TZVPD).

```
9
Properties=species:S:1:pos:R:3:nbo_charge:R:1
B -0.2574 -0.5598 0.0004 0.610
C 1.1643 0.1389 0.0001 -0.957
N -1.4068 0.2066 -0.0001 -1.019
H -0.3654 -1.7291 -0.0007 -0.088
H 1.7446 -0.1620 -0.8709 0.234
H 1.7460 -0.1621 0.8699 0.234
H 1.1117 1.2260 -0.0002 0.209
H -2.3390 -0.1720 -0.0002 0.391
H -1.3981 1.2134 0.0017 0.386
```

SMILES string: CBN
Gap between HOMO and LUMO in eV: 11.596
Total energy in eV: -3301.94937
Net charge: 0
ΔE to the lowest compared entry with this formula, charge and spin in kJ/mol: 0.0
HOMO in eV: -10.8

Q: Which max |F| values were calculated for the entries above? A: 0.3, 5.3, 2.9, 2.4, 3.1, 0.9, 7.6, 0.9, in eV/A.